# C15H46LiN18O17

C15H46LiN18O17 as an isolated structure (ωB97M-V/def2-TZVPD, the OMol25 dataset).

```
! wB97M-V def2-TZVPD RIJCOSX def2/J DEFGRID3
* xyz -1 1
Li 4.240 -0.893 -5.320
C 0.643 1.794 -0.726
C -0.452 1.204 -0.121
C -0.591 -0.301 0.097
O -1.653 -0.926 0.639
C 0.338 -1.193 -0.374
C 1.469 -0.666 -1.196
C 1.694 0.985 -1.301
O 2.729 1.381 -1.893
O 2.183 -1.362 -1.921
O -1.331 2.065 0.267
H 0.724 2.869 -0.791
H 0.294 -2.269 -0.295
C -1.523 -5.276 -4.825
O -0.690 -5.958 -4.294
N -1.614 -5.139 -6.110
N -2.322 -4.617 -4.089
H -1.046 -5.735 -6.694
H -2.202 -4.571 -6.703
H -2.902 -3.874 -4.452
H -1.975 -4.452 -3.155
C -2.811 -1.484 7.654
O -2.815 -1.422 8.871
N -3.785 -2.054 7.008
N -1.918 -0.918 6.854
H -4.628 -2.401 7.444
H -3.622 -2.271 6.035
H -1.371 -0.113 7.123
H -1.882 -1.349 5.942
C -7.352 -5.929 1.236
O -8.401 -6.470 1.421
N -6.549 -6.030 0.236
N -6.825 -5.145 2.106
H -6.970 -6.429 -0.591
H -5.932 -5.249 0.063
H -6.244 -4.383 1.786
H -7.268 -5.164 3.013
C 6.016 -3.444 2.401
O 7.086 -3.214 2.972
N 4.952 -2.792 2.633
N 5.755 -4.332 1.507
H 4.847 -2.224 3.461
H 4.121 -3.082 2.137
H 6.413 -4.887 0.979
H 4.806 -4.640 1.353
C 8.320 3.380 0.453
O 9.402 3.436 1.025
N 7.716 4.297 -0.185
N 7.661 2.272 0.327
H 6.891 4.040 -0.707
H 8.111 5.205 0.017
H 7.983 1.435 0.791
H 6.699 2.446 0.070
C -7.432 0.561 3.266
O -8.391 0.441 4.026
N -6.395 1.137 3.624
N -7.446 0.239 1.985
H -5.692 1.311 2.920
H -6.222 1.447 4.569
H -8.190 -0.332 1.610
H -6.582 0.316 1.467
C 0.010 -6.972 2.654
O 1.190 -7.084 2.413
N -0.901 -6.762 1.750
N -0.649 -6.955 3.751
H -1.858 -6.718 2.072
H -0.614 -6.641 0.789
H -1.630 -7.196 3.770
H -0.124 -6.850 4.608
C 4.231 9.902 -0.709
O 5.086 10.334 0.031
N 4.420 9.659 -1.935
N 3.020 9.538 -0.355
H 5.269 10.072 -2.293
H 3.638 9.333 -2.486
H 2.391 9.019 -0.952
H 2.815 9.622 0.630
C -3.751 8.444 -1.478
O -3.814 7.631 -2.346
N -4.322 9.633 -1.542
N -3.199 8.168 -0.335
H -4.126 10.293 -0.804
H -4.625 9.855 -2.480
H -3.443 8.713 0.480
H -2.797 7.253 -0.191
O 4.344 -3.663 -6.815
H 4.162 -4.580 -6.612
H 4.604 -3.668 -7.736
O 4.126 -6.401 -3.081
H 3.201 -6.646 -3.102
H 4.120 -5.446 -3.030
O -0.376 4.915 -4.956
H -0.003 4.348 -4.282
H -1.252 5.127 -4.634
O 4.535 5.089 -5.415
H 4.417 4.259 -4.952
H 3.840 5.098 -6.073
*
```

Values from the calculation:
largest force on an atom = 8.6 eV/A
E_LUMO = -1.1 eV
energy relative to the best compared isomer or geometry (same formula, charge and spin) = 316.6 kcal per mole
E_HOMO = -3.320 eV
total energy = -2871.4357 Ha

Population analysis type Mulliken, resulting atomic charges in e: number 1, Li, carries 0.910; number 2, C, carries -0.722; number 3, C, carries 0.425; number 4, C, carries 0.504; number 5, O, carries -0.821; number 6, C, carries -0.808; number 7, C, carries 0.571; number 8, C, carries 0.368; number 9, O, carries -0.807; number 10, O, carries -0.736; number 11, O, carries -0.779; number 12, H, carries 0.434; number 13, H, carries 0.443; number 14, C, carries 0.575; number 15, O, carries -0.677; number 16, N, carries -0.366; number 17, N, carries -0.383; number 18, H, carries 0.227; number 19, H, carries 0.162; number 20, H, carries 0.202; number 21, H, carries 0.260; number 22, C, carries 0.653; number 23, O, carries -0.650; number 24, N, carries -0.367; number 25, N, carries -0.365; number 26, H, carries 0.201; number 27, H, carries 0.149; number 28, H, carries 0.203; number 29, H, carries 0.177; number 30, C, carries 0.560; number 31, O, carries -0.637; number 32, N, carries -0.395; number 33, N, carries -0.390; number 34, H, carries 0.242; number 35, H, carries 0.217; number 36, H, carries 0.194; number 37, H, carries 0.209; number 38, C, carries 0.683; number 39, O, carries -0.705; number 40, N, carries -0.334; number 41, N, carries -0.367; number 42, H, carries 0.214; number 43, H, carries 0.163; number 44, H, carries 0.189; number 45, H, carries 0.160; number 46, C, carries 0.684; number 47, O, carries -0.683; number 48, N, carries -0.375; number 49, N, carries -0.406; number 50, H, carries 0.185; number 51, H, carries 0.223; number 52, H, carries 0.214; number 53, H, carries 0.157; number 54, C, carries 0.651; number 55, O, carries -0.707; number 56, N, carries -0.323; number 57, N, carries -0.413; number 58, H, carries 0.165; number 59, H, carries 0.215; number 60, H, carries 0.221; number 61, H, carries 0.192; number 62, C, carries 0.713; number 63, O, carries -0.654; number 64, N, carries -0.358; number 65, N, carries -0.394; number 66, H, carries 0.122; number 67, H, carries 0.192; number 68, H, carries 0.178; number 69, H, carries 0.202; number 70, C, carries 0.639; number 71, O, carries -0.668; number 72, N, carries -0.367; number 73, N, carries -0.405; number 74, H, carries 0.231; number 75, H, carries 0.181; number 76, H, carries 0.174; number 77, H, carries 0.215; number 78, C, carries 0.607; number 79, O, carries -0.630; number 80, N, carries -0.422; number 81, N, carries -0.405; number 82, H, carries 0.189; number 83, H, carries 0.240; number 84, H, carries 0.175; number 85, H, carries 0.246; number 86, O, carries -0.616; number 87, H, carries 0.317; number 88, H, carries 0.318; number 89, O, carries -0.650; number 90, H, carries 0.334; number 91, H, carries 0.315; number 92, O, carries -0.676; number 93, H, carries 0.344; number 94, H, carries 0.328; number 95, O, carries -0.641; number 96, H, carries 0.317; number 97, H, carries 0.322